24
Properties=species:S:1:pos:R:3:forces:R:3 method="wB97M-V/def2-TZVPD" de_lowest_kcal_mol=23.8 total_energy_ha=-3700.87639 gap_ev="6.393 / 6.393" charge=+1
C 2.154 3.209 0.782 -0.29 -0.80 -1.74
C 2.181 1.790 0.828 2.75 -0.26 1.94
C 1.473 3.594 -0.354 -0.04 -1.12 1.17
C 1.672 1.176 -0.258 -1.38 -0.32 -0.95
C -0.809 -2.788 -0.709 -0.25 -1.94 1.06
C 0.043 -2.409 0.370 0.08 0.11 -2.06
C -1.718 -0.514 -0.781 -0.50 1.48 -1.47
C -0.908 -0.201 0.490 0.06 0.48 -1.57
C -1.574 -1.871 -1.382 1.45 1.03 2.73
C 0.305 -1.045 0.593 -1.04 -0.50 -1.05
P 1.433 -0.499 -0.810 0.90 0.50 -1.11
S 0.895 2.316 -1.291 0.31 0.12 -0.12
Br 3.334 -1.333 -0.135 0.36 -0.50 0.12
H 2.803 3.880 1.305 -0.26 0.17 0.77
H 2.810 1.231 1.584 -0.96 0.65 -0.83
H 1.158 4.545 -0.592 -0.23 2.07 -0.66
H -0.874 -3.899 -0.856 0.06 1.34 -0.44
H 0.727 -3.142 0.715 0.30 -0.79 0.73
H -2.785 -0.526 -0.571 -0.45 0.09 0.46
H -1.742 0.318 -1.562 0.49 -1.08 0.69
H -0.507 0.805 0.658 -0.99 0.18 -0.53
H -1.480 -0.474 1.310 -1.34 -0.19 1.71
H -2.204 -2.096 -2.183 -0.61 -0.51 -1.41
H 0.859 -0.642 1.353 1.59 -0.20 2.58

33
Properties=species:S:1:pos:R:3:forces:R:3 method="wB97M-V/def2-TZVPD" de_lowest_kcal_mol=34.7 total_energy_ha=-5956.79908 gap_ev="6.224 / 5.472" charge=-2 spin_multiplicity=2 s2=0.7563
Pd 1.807 -2.707 1.000 -0.28 1.14 -0.60
S -1.955 -3.648 2.471 -0.16 0.11 -0.03
Sb 0.066 -4.646 2.565 -0.28 -0.75 0.50
S 1.786 -3.089 3.205 0.13 -0.51 0.28
S 1.110 -4.738 0.391 0.15 -0.57 0.26
S 0.321 -6.607 3.665 -0.06 -0.07 0.05
C -2.843 3.848 -1.294 -0.02 0.04 0.00
C -1.971 2.687 -0.896 0.04 -0.01 0.00
C -2.475 1.397 -0.855 0.01 -0.04 -0.02
C -1.676 0.304 -0.521 -0.05 -0.02 -0.01
C -2.275 -1.077 -0.495 0.02 0.03 0.00
C -0.336 0.533 -0.197 0.02 -0.06 -0.02
C 0.197 1.826 -0.218 -0.01 0.06 0.00
C 1.639 2.105 0.114 0.02 -0.03 0.01
C -0.632 2.882 -0.579 -0.01 0.01 0.02
C 0.540 -0.629 0.172 0.21 -0.09 0.06
O 0.617 -1.623 -0.599 0.02 0.19 -0.17
O 1.192 -0.590 1.256 0.14 0.34 -0.12
H -3.895 3.560 -1.313 0.00 0.00 0.00
H -2.582 4.219 -2.288 0.01 -0.02 0.00
H -2.734 4.684 -0.599 0.00 -0.01 0.00
H -3.519 1.222 -1.093 0.00 0.01 0.00
H -3.327 -1.032 -0.781 0.00 -0.03 0.02
H -2.201 -1.535 0.494 0.02 0.01 0.02
H -1.743 -1.747 -1.168 -0.01 0.02 -0.04
H 1.905 1.719 1.096 -0.03 0.02 0.01
H 1.829 3.179 0.081 0.02 0.00 0.00
H 2.313 1.619 -0.595 -0.02 -0.02 -0.01
H -0.214 3.885 -0.604 -0.02 0.01 -0.01
Cl 5.195 -1.961 -2.507 -0.02 0.01 0.05
Ge 3.956 -1.119 -0.771 0.41 -0.05 -0.01
Cl 5.643 0.145 0.150 -0.08 -0.05 -0.04
Cl 4.265 -3.066 0.710 -0.15 0.33 -0.21

26
Properties=species:S:1:pos:R:3:forces:R:3 method="wB97M-V/def2-TZVPD" de_lowest_kcal_mol=8.2 total_energy_ha=-1128.38606 gap_ev="6.933 / 7.424" charge=0
C -0.883 0.181 1.590 0.11 -0.13 0.08
C 0.785 -0.978 0.324 -0.11 0.05 0.14
C -1.155 0.985 0.507 -0.02 0.06 -0.42
C 0.510 -0.204 -0.778 -0.13 0.08 -0.19
C 0.096 -0.808 1.526 0.04 0.17 -0.01
C -0.475 0.803 -0.713 0.00 -0.12 0.47
C -0.173 -3.109 2.438 0.12 0.11 0.17
C 0.382 -1.704 2.693 -0.09 -0.22 -0.10
C -0.771 1.651 -1.814 0.34 0.96 -0.25
C -0.563 1.307 -3.257 0.13 -0.26 -0.95
F -1.762 2.562 -1.668 0.36 -0.54 0.01
F -1.343 0.277 -3.672 -0.12 0.11 0.32
F 0.698 0.923 -3.544 0.00 -0.08 0.28
F -0.838 2.335 -4.061 -0.19 0.12 0.18
P 1.664 3.437 -2.072 -0.70 0.12 -0.27
H -1.441 0.318 2.507 0.00 0.03 0.07
H 1.553 -1.735 0.262 0.10 -0.10 -0.04
H -1.914 1.748 0.571 -0.07 0.08 0.04
H 1.052 -0.373 -1.695 0.06 0.02 -0.03
H -1.243 -3.063 2.258 -0.13 -0.05 -0.03
H 0.010 -3.751 3.297 -0.01 -0.11 0.04
H 0.300 -3.556 1.567 0.01 -0.07 -0.08
H 1.462 -1.771 2.850 -0.03 0.07 0.08
H -0.072 -1.295 3.597 0.09 0.05 0.01
H 2.443 2.282 -2.033 0.27 -0.41 0.02
H 1.678 3.539 -0.679 -0.02 0.05 0.45

26
Properties=species:S:1:pos:R:3:forces:R:3 method="wB97M-V/def2-TZVPD" total_energy_ha=-988.50382 gap_ev=8.823 charge=+2
O -0.920 -3.633 3.219 0.14 0.16 -0.43
P -2.057 -2.533 3.154 -0.53 -0.54 0.39
O -1.654 -1.628 4.418 -0.04 0.51 -0.60
N -1.252 -1.455 1.783 0.45 0.16 -0.09
C -0.693 -2.067 0.726 -0.19 -0.25 0.09
C -0.113 -1.356 -0.294 0.16 0.42 -0.33
C -0.103 0.036 -0.229 -0.18 0.01 0.16
C 0.542 0.859 -1.292 0.12 0.12 -0.02
C 1.602 1.706 -0.956 -0.27 -0.18 0.12
C 2.213 2.449 -1.934 0.01 0.00 0.10
N 1.766 2.367 -3.196 0.08 0.09 0.05
C 0.742 1.579 -3.559 0.15 0.14 -0.29
C 0.111 0.806 -2.620 -0.03 -0.31 0.38
C -0.710 0.657 0.864 0.30 0.10 -0.44
C -1.272 -0.118 1.848 -0.13 0.03 0.11
H -0.004 -3.339 3.342 0.02 -0.15 0.33
H -2.326 -0.951 4.591 0.02 -0.16 0.47
H -0.726 -3.150 0.708 0.01 0.01 0.10
H 0.349 -1.872 -1.125 -0.04 -0.10 0.04
H 1.958 1.785 0.063 0.02 -0.05 -0.03
H 3.051 3.095 -1.717 -0.01 0.08 -0.21
H 2.221 2.936 -3.904 -0.01 -0.04 -0.04
H 0.469 1.585 -4.605 -0.01 0.03 0.02
H -0.703 0.159 -2.921 -0.01 0.06 -0.02
H -0.742 1.737 0.937 -0.05 -0.04 0.08
H -1.750 0.346 2.700 0.03 -0.12 0.06

26
Properties=species:S:1:pos:R:3:forces:R:3 method="wB97M-V/def2-TZVPD" de_lowest_kcal_mol=41.7 total_energy_ha=-1634.81853 smiles="Cc1ccc([P@@](=S)(S)n2cccn2)cc1" gap_ev=8.112 charge=0
C -0.718 -1.219 3.592 2.92 1.39 -2.67
C -0.676 -0.591 2.127 -0.94 -0.52 3.47
C -1.365 0.595 1.947 1.04 -0.54 0.46
C -1.458 1.128 0.696 -0.89 0.98 -0.05
C -0.657 0.620 -0.302 -1.09 -0.24 -1.27
P -0.906 1.068 -2.065 -2.31 -0.64 -1.80
S -2.242 0.049 -3.667 2.09 1.73 3.11
S -1.211 3.150 -1.821 0.17 0.32 -0.27
N 0.653 0.843 -2.626 -0.83 0.14 -1.41
C 0.971 0.632 -3.941 3.48 -1.11 -0.06
C 2.390 0.539 -3.933 -1.11 0.65 0.23
C 2.744 0.795 -2.548 1.42 -1.64 -1.77
N 1.710 0.948 -1.828 -1.34 0.88 1.83
C 0.099 -0.501 -0.085 0.51 -1.75 0.04
C -0.008 -1.198 1.135 0.24 -1.09 -1.10
H -1.626 -1.493 3.950 -2.89 -0.77 0.73
H 0.009 -1.982 3.803 0.15 -0.96 -0.73
H -0.299 -0.490 4.231 0.01 1.42 0.88
H -1.621 1.013 2.883 -1.31 0.94 0.36
H -2.184 1.900 0.478 0.19 0.32 0.11
H -0.954 3.677 -3.065 -0.26 -0.86 0.50
H 0.271 0.293 -4.697 -0.06 0.60 0.33
H 3.084 0.375 -4.773 -0.70 0.01 0.59
H 3.608 0.533 -1.945 0.60 0.68 -0.75
H 0.713 -0.813 -0.921 -0.14 -0.64 0.41
H 0.184 -2.250 1.424 1.04 0.69 -1.18

25
Properties=species:S:1:pos:R:3:forces:R:3 method="wB97M-V/def2-TZVPD" de_lowest_kcal_mol=75.7 total_energy_ha=-606.27276 gap_ev="4.747 / 5.823" charge=+1
C 1.089 2.809 0.380 -1.71 4.03 -1.92
C 3.597 -0.994 -0.161 1.00 -1.09 -0.75
C 2.809 -0.391 0.826 1.88 -2.70 0.19
C 3.460 -0.138 -1.341 -1.16 -0.23 1.34
C -3.422 0.233 0.011 -0.85 0.37 0.95
C -3.274 1.562 -0.398 -0.91 -0.69 -0.70
C 2.236 0.735 0.293 -1.17 2.23 2.62
C -1.276 0.668 -0.193 3.09 -2.29 0.69
C -1.857 -1.675 0.706 1.34 -1.84 1.08
C 1.530 1.701 1.031 1.09 -3.28 -2.48
N 0.694 3.761 -0.172 0.71 -1.60 0.79
N 2.615 0.866 -0.992 0.72 -0.40 -0.41
N -2.107 -0.377 0.143 -2.61 4.91 -1.00
N -1.922 1.758 -0.585 -1.37 -4.52 1.59
H 4.270 -1.996 -0.116 -1.93 2.81 -0.07
H 2.693 -0.713 1.850 -0.02 -0.07 -0.10
H 3.770 -0.249 -2.376 0.30 0.03 0.39
H -4.339 -0.266 0.466 1.40 0.71 -1.18
H -3.895 2.407 -0.782 -0.13 -1.39 0.91
H -0.735 -1.782 0.862 -1.43 0.22 -0.26
H -2.341 -1.885 1.725 0.50 0.86 -1.47
H -2.171 -2.529 0.046 0.20 1.09 0.34
H 1.241 1.567 2.017 -0.20 -0.44 1.81
H 2.360 1.746 -1.373 0.17 0.42 -1.65
H -1.388 2.534 -0.724 1.09 2.88 -0.71

Largest force on an atom? In order: 3.4; 1.3; 1.0; 0.9; 4.2; 5.6 eV/Å.